A cluster of 10 separate species, C66H163F6N8O10P in total. Source: OMol25; level of theory: the ωB97M-V functional and the def2-TZVPD basis.

Geometry as XYZ:
```
254
Properties=species:S:1:pos:R:3
C -21.216 20.097 -28.628
C -22.185 21.210 -29.263
N -21.809 21.599 -30.751
C -20.322 22.014 -30.688
C -21.862 20.414 -31.757
C -23.183 19.630 -31.721
C -22.862 22.723 -31.112
C -22.709 24.016 -30.311
O -21.350 24.381 -30.061
C -21.143 25.345 -29.002
H -20.289 20.505 -28.225
H -20.954 19.331 -29.359
H -21.705 19.468 -27.885
H -22.183 22.156 -28.723
H -23.253 21.004 -29.342
H -19.981 22.556 -31.570
H -19.696 21.126 -30.600
H -20.067 22.495 -29.744
H -20.959 19.823 -31.606
H -21.834 20.894 -32.736
H -23.409 19.185 -30.752
H -23.291 18.804 -32.425
H -24.077 20.254 -31.715
H -23.913 22.435 -31.098
H -22.647 22.898 -32.166
H -23.215 23.974 -29.346
H -23.030 24.993 -30.673
H -20.093 25.317 -28.711
H -21.705 25.011 -28.130
H -21.350 26.369 -29.314
C -27.315 21.503 -31.303
C -27.644 20.032 -31.018
N -28.236 19.706 -29.564
C -29.532 20.556 -29.573
C -28.584 18.237 -29.495
C -29.864 17.805 -30.260
C -27.361 20.162 -28.390
C -25.898 19.668 -28.402
O -25.879 18.263 -28.116
C -24.591 17.709 -28.467
H -26.581 21.954 -30.635
H -28.017 22.326 -31.168
H -26.940 21.615 -32.320
H -26.746 19.421 -31.110
H -28.300 19.616 -31.782
H -29.180 21.577 -29.428
H -30.177 20.271 -28.743
H -30.083 20.398 -30.501
H -28.751 18.054 -28.433
H -27.669 17.693 -29.728
H -29.966 18.218 -31.264
H -30.747 18.142 -29.716
H -29.934 16.735 -30.451
H -27.938 19.988 -27.482
H -27.278 21.246 -28.469
H -25.430 20.243 -27.602
H -25.445 19.979 -29.344
H -24.406 17.615 -29.537
H -24.512 16.693 -28.078
H -23.722 18.210 -28.041
C -26.349 12.903 -33.488
C -26.309 12.310 -32.024
N -26.163 13.400 -30.885
C -26.553 12.719 -29.530
C -24.720 14.034 -30.859
C -23.552 13.080 -31.265
C -27.147 14.600 -31.142
C -28.675 14.287 -31.113
O -29.140 13.979 -29.798
C -30.445 13.518 -29.729
H -25.502 13.524 -33.778
H -27.156 13.596 -33.727
H -26.484 12.050 -34.154
H -25.596 11.494 -31.900
H -27.277 11.826 -31.900
H -25.751 12.043 -29.233
H -27.526 12.231 -29.592
H -26.580 13.513 -28.785
H -24.710 14.493 -29.871
H -24.728 14.956 -31.440
H -23.635 12.650 -32.263
H -23.459 12.215 -30.608
H -22.665 13.714 -31.241
H -26.896 15.053 -32.101
H -26.962 15.361 -30.384
H -29.000 13.465 -31.751
H -29.202 15.149 -31.522
H -30.634 13.385 -28.663
H -30.518 12.499 -30.109
H -31.148 14.158 -30.263
C -16.389 17.151 -28.097
C -15.483 17.028 -29.402
N -14.968 15.596 -29.847
C -16.162 14.760 -30.332
C -13.921 15.634 -30.973
C -12.692 16.524 -30.604
C -14.401 14.907 -28.539
C -13.568 13.638 -28.747
O -14.320 12.663 -29.431
C -13.844 11.345 -29.263
H -15.733 17.146 -27.226
H -17.109 16.336 -28.019
H -16.827 18.148 -28.110
H -14.645 17.701 -29.223
H -15.892 17.332 -30.366
H -15.676 13.877 -30.747
H -16.718 15.290 -31.105
H -16.840 14.650 -29.486
H -14.480 15.852 -31.883
H -13.619 14.621 -31.239
H -12.408 16.264 -29.585
H -12.957 17.579 -30.673
H -11.825 16.317 -31.232
H -15.232 14.653 -27.880
H -13.763 15.684 -28.118
H -13.444 13.355 -27.702
H -12.584 13.904 -29.133
H -14.608 10.677 -29.661
H -13.845 11.151 -28.190
H -12.862 11.212 -29.718
C -18.601 19.446 -22.054
C -19.777 18.470 -21.885
N -19.572 17.138 -22.645
C -20.854 16.340 -22.323
C -19.398 17.404 -24.181
C -19.678 16.183 -25.092
C -18.310 16.363 -22.110
C -18.168 16.189 -20.604
O -19.086 15.139 -20.285
C -19.191 14.850 -18.873
H -18.558 19.799 -23.084
H -17.654 19.044 -21.693
H -18.836 20.404 -21.592
H -20.694 18.903 -22.286
H -19.929 18.219 -20.835
H -21.688 16.721 -22.913
H -21.218 16.561 -21.319
H -20.577 15.305 -22.520
H -18.379 17.779 -24.270
H -20.183 18.104 -24.465
H -19.009 15.369 -24.812
H -19.541 16.508 -26.124
H -20.701 15.805 -25.094
H -17.544 17.050 -22.470
H -18.222 15.394 -22.600
H -18.310 17.061 -19.966
H -17.179 15.781 -20.400
H -19.396 15.809 -18.397
H -18.244 14.522 -18.443
H -19.977 14.167 -18.550
C -17.875 11.591 -29.495
C -18.575 12.646 -28.557
N -19.468 12.055 -27.370
C -20.169 13.215 -26.762
C -20.408 10.947 -27.935
C -21.344 11.414 -29.131
C -18.445 11.401 -26.395
C -18.934 10.376 -25.429
O -20.211 10.666 -24.799
C -20.457 9.662 -23.764
H -18.578 10.847 -29.869
H -17.064 11.023 -29.040
H -17.471 12.110 -30.364
H -19.274 13.134 -29.237
H -17.883 13.387 -28.156
H -20.730 12.790 -25.930
H -20.907 13.679 -27.417
H -19.369 13.931 -26.573
H -21.044 10.648 -27.102
H -19.828 10.061 -28.196
H -20.834 11.595 -30.077
H -21.825 12.360 -28.879
H -22.137 10.704 -29.364
H -17.930 12.167 -25.816
H -17.665 10.927 -26.991
H -18.303 10.507 -24.550
H -18.870 9.394 -25.899
H -20.061 10.044 -22.823
H -20.115 8.634 -23.881
H -21.530 9.563 -23.601
C -17.894 18.169 -32.761
C -17.200 17.128 -33.627
N -17.129 17.510 -35.169
C -16.441 16.225 -35.810
C -18.605 17.625 -35.726
C -18.714 17.704 -37.193
C -16.347 18.837 -35.403
C -15.108 19.030 -34.545
O -14.245 17.900 -34.503
C -12.984 18.221 -33.919
H -17.530 19.189 -32.882
H -17.615 18.047 -31.714
H -18.984 18.168 -32.773
H -17.619 16.125 -33.708
H -16.197 17.172 -33.202
H -16.334 16.401 -36.880
H -17.040 15.330 -35.638
H -15.432 16.105 -35.416
H -18.970 18.515 -35.212
H -19.077 16.810 -35.178
H -19.773 17.769 -37.443
H -18.361 16.950 -37.896
H -18.431 18.670 -37.610
H -17.044 19.671 -35.328
H -16.157 18.506 -36.424
H -15.297 19.430 -33.548
H -14.477 19.780 -35.020
H -12.517 17.237 -33.883
H -12.977 18.772 -32.979
H -12.352 18.811 -34.583
C -26.254 16.505 -36.359
C -25.107 15.441 -36.466
N -24.038 15.807 -37.497
C -23.021 14.711 -37.410
C -24.575 15.871 -38.989
C -25.453 14.715 -39.462
C -23.285 17.131 -37.187
C -22.590 17.208 -35.792
O -21.856 16.085 -35.399
C -21.475 16.123 -33.996
H -26.633 16.891 -37.306
H -25.912 17.418 -35.871
H -27.105 16.101 -35.811
H -25.301 14.387 -36.662
H -24.638 15.461 -35.482
H -23.383 13.916 -38.062
H -22.750 14.361 -36.414
H -22.113 15.070 -37.895
H -23.644 15.953 -39.551
H -25.157 16.793 -38.997
H -24.801 13.846 -39.551
H -25.943 14.896 -40.418
H -26.328 14.545 -38.835
H -24.069 17.886 -37.220
H -22.652 17.393 -38.035
H -23.163 17.669 -34.988
H -21.851 18.000 -35.906
H -22.307 16.164 -33.293
H -20.831 16.987 -33.833
H -20.892 15.206 -33.905
P -20.037 16.457 -29.948
F -21.130 17.006 -28.837
F -20.807 15.082 -30.120
F -20.913 17.096 -31.197
F -19.046 15.868 -31.140
F -19.160 17.807 -29.805
F -19.102 15.773 -28.807
C -19.333 12.793 -32.754
C -17.861 12.600 -33.075
O -17.473 11.455 -33.096
O -17.117 13.611 -33.244
H -19.521 13.766 -32.300
H -19.671 11.976 -32.116
H -19.957 12.738 -33.646
```

## Properties
- Energy relative to the best compared isomer or geometry (same formula, charge and spin): 0.0 kcal/mol
- 2S+1: 1
- HOMO-LUMO gap: 5.07 eV
- Charge: +6